# 1
{"formula": "C34H30N2O2P2Pd", "method": "ωB97M-V/def2-TZVPD", "gap_ha": 0.2697, "charge": 0, "total_energy_ha": -2384.29351, "species": ["Pd", "O", "P", "C", "P", "O", "C", "C", "C", "C", "C", "C", "C", "C", "C", "C", "C", "C", "C", "C", "C", "C", "C", "C", "C", "C", "C", "C", "C", "C", "H", "H", "H", "H", "H", "H", "H", "H", "H", "H", "H", "H", "H", "H", "H", "H", "H", "H", "H", "H", "H", "H", "N", "C", "C", "C", "C", "C", "C", "C", "C", "N", "C", "H", "H", "H", "H", "H", "H", "H", "H"], "coordinates": [[1.506, 0.607, -0.841], [0.049, 0.769, 1.756], [-0.663, 1.205, 0.526], [-1.076, -0.024, -0.769], [-1.072, -1.760, -0.264], [0.298, -2.328, -0.201], [-1.965, -1.849, 1.301], [-3.351, -1.753, 1.388], [-3.974, -1.770, 2.626], [-3.213, -1.888, 3.780], [-1.831, -1.987, 3.697], [-1.204, -1.967, 2.461], [-2.092, -2.590, -1.509], [-3.227, -2.037, -2.098], [-3.957, -2.759, -3.029], [-3.557, -4.041, -3.379], [-2.426, -4.597, -2.800], [-1.693, -3.875, -1.870], [-2.324, 1.793, 1.010], [-2.705, 1.646, 2.337], [-3.981, 2.015, 2.743], [-4.880, 2.535, 1.826], [-4.504, 2.695, 0.497], [-3.231, 2.324, 0.094], [0.170, 2.526, -0.379], [-0.094, 2.859, -1.715], [0.574, 3.916, -2.317], [1.515, 4.644, -1.604], [1.803, 4.305, -0.287], [1.143, 3.253, 0.325], [-0.319, 0.039, -1.585], [-2.017, 0.260, -1.247], [-3.957, -1.671, 0.494], [-5.052, -1.693, 2.688], [-3.699, -1.905, 4.748], [-1.238, -2.077, 4.598], [-0.127, -2.024, 2.383], [-3.552, -1.037, -1.835], [-4.836, -2.319, -3.482], [-4.125, -4.606, -4.107], [-2.109, -5.594, -3.076], [-0.800, -4.291, -1.422], [-1.995, 1.226, 3.038], [-4.272, 1.888, 3.778], [-5.875, 2.821, 2.146], [-5.200, 3.111, -0.219], [-2.945, 2.468, -0.943], [-0.827, 2.299, -2.283], [0.362, 4.167, -3.349], [2.032, 5.468, -2.077], [2.551, 4.859, 0.266], [1.352, 2.988, 1.353], [3.185, -1.312, -1.832], [4.464, -1.012, -1.416], [5.601, -1.353, -2.111], [6.876, -1.019, -1.614], [7.032, -0.366, -0.425], [5.884, 0.014, 0.310], [5.945, 0.673, 1.561], [4.791, 1.002, 2.211], [3.556, 0.717, 1.594], [3.464, 0.123, 0.430], [4.602, -0.272, -0.199], [3.088, -1.998, -2.563], [2.514, -1.465, -1.083], [5.516, -1.904, -3.039], [7.747, -1.312, -2.187], [8.014, -0.136, -0.033], [6.915, 0.898, 1.988], [4.805, 1.489, 3.177], [2.615, 0.991, 2.061]], "forces_ev_per_angstrom": [[0.126, 0.636, -0.021], [0.095, -0.091, 0.075], [-0.173, 0.062, 0.025], [-0.032, 0.112, -0.186], [0.020, 0.024, 0.000], [0.059, -0.046, 0.039], [0.026, -0.031, -0.006], [-0.039, 0.007, -0.003], [0.002, -0.009, 0.016], [-0.001, 0.000, 0.006], [0.014, -0.003, 0.009], [-0.013, 0.013, 0.001], [-0.012, -0.034, 0.042], [-0.011, 0.050, 0.043], [-0.005, -0.018, -0.014], [0.002, -0.005, -0.005], [0.028, -0.020, 0.008], [-0.018, -0.003, -0.022], [0.051, 0.003, -0.095], [0.023, -0.037, 0.056], [-0.008, 0.001, 0.024], [0.005, 0.008, -0.027], [-0.018, -0.009, 0.060], [0.021, 0.039, -0.056], [0.090, -0.267, 0.096], [0.044, -0.188, -0.050], [0.066, 0.073, 0.000], [-0.027, -0.009, -0.020], [-0.001, -0.025, 0.031], [0.048, 0.112, -0.042], [0.025, -0.131, -0.020], [-0.060, -0.025, 0.130], [0.011, 0.000, -0.037], [-0.002, 0.001, -0.003], [-0.005, 0.004, -0.003], [-0.002, 0.000, 0.003], [0.010, 0.000, -0.012], [-0.011, -0.020, -0.012], [-0.003, -0.004, -0.003], [-0.009, 0.007, -0.003], [-0.008, -0.001, -0.008], [0.006, 0.002, 0.005], [0.006, -0.009, -0.002], [-0.001, 0.002, 0.000], [-0.004, 0.004, -0.009], [0.002, 0.001, -0.005], [0.020, -0.016, 0.006], [-0.026, 0.031, 0.008], [-0.001, -0.006, -0.003], [0.003, 0.001, 0.000], [0.006, 0.012, -0.013], [-0.024, -0.002, 0.005], [-0.293, -0.101, -0.057], [0.077, 0.003, 0.029], [-0.065, 0.018, 0.057], [0.036, 0.011, 0.014], [0.016, -0.019, -0.034], [-0.045, 0.004, 0.009], [0.002, -0.014, -0.034], [0.009, -0.006, -0.029], [-0.030, 0.034, 0.018], [-0.171, -0.092, 0.017], [0.055, 0.057, 0.025], [0.140, 0.028, -0.042], [-0.034, -0.115, -0.010], [-0.012, -0.005, -0.002], [0.010, 0.007, 0.009], [0.005, -0.002, -0.004], [-0.005, 0.008, 0.017], [0.005, 0.006, 0.002], [0.005, -0.014, 0.006]], "mulliken_charge": [-0.35, -0.75, 1.83, -1.02, 1.21, -0.83, 0.30, -0.25, -0.76, -0.48, -0.61, -0.26, 0.47, -0.27, -0.83, -0.44, -0.58, -0.67, 0.30, -0.43, -0.62, -0.51, -0.81, -0.40, -0.36, 0.36, -0.95, -0.41, -0.87, -0.01, 0.88, 0.10, 0.34, 0.42, 0.39, 0.40, 0.41, 0.30, 0.40, 0.38, 0.40, 0.44, 0.47, 0.43, 0.40, 0.42, 0.32, 0.33, 0.40, 0.40, 0.42, 0.37, -0.27, -0.05, -0.89, -0.54, -0.90, 1.11, -0.68, -0.94, -0.19, -0.04, 0.56, 0.26, 0.25, 0.32, 0.37, 0.37, 0.40, 0.42, 0.62]}

=====

# 2
{"formula": "C38H92N4O10", "method": "ωB97M-V/def2-TZVPD", "gap_ha": 0.2754, "de_lowest_kj_mol": 0.0, "charge": 0, "total_energy_ha": -2474.32330, "species": ["C", "C", "C", "C", "C", "C", "C", "C", "C", "N", "O", "H", "H", "H", "H", "H", "H", "H", "H", "H", "H", "H", "H", "H", "H", "H", "H", "H", "H", "H", "C", "C", "C", "C", "C", "C", "C", "C", "C", "N", "O", "H", "H", "H", "H", "H", "H", "H", "H", "H", "H", "H", "H", "H", "H", "H", "H", "H", "H", "H", "C", "C", "C", "C", "C", "C", "C", "C", "C", "N", "O", "H", "H", "H", "H", "H", "H", "H", "H", "H", "H", "H", "H", "H", "H", "H", "H", "H", "H", "H", "C", "C", "C", "C", "C", "C", "C", "C", "C", "N", "O", "H", "H", "H", "H", "H", "H", "H", "H", "H", "H", "H", "H", "H", "H", "H", "H", "H", "H", "H", "C", "O", "H", "H", "H", "H", "C", "O", "H", "H", "H", "H", "O", "H", "H", "O", "H", "H", "O", "H", "H", "O", "H", "H"], "coordinates": [[-1.263, 5.470, 5.851], [-1.179, 4.027, 5.392], [-1.133, 3.128, 6.638], [-2.457, 3.687, 4.623], [-2.367, 2.453, 3.751], [-1.168, 2.555, 2.831], [0.137, 2.760, 3.620], [0.535, 1.438, 4.308], [1.248, 3.078, 2.610], [-0.030, 3.899, 4.506], [1.160, 4.181, 5.218], [-2.234, 5.649, 6.319], [-0.468, 5.724, 6.548], [-1.210, 6.129, 4.982], [-0.145, 3.177, 7.115], [-1.805, 3.500, 7.413], [-1.351, 2.077, 6.458], [-3.289, 3.568, 5.324], [-2.759, 4.541, 4.003], [-2.350, 1.490, 4.268], [-3.267, 2.396, 3.126], [-1.253, 3.415, 2.159], [-1.055, 1.645, 2.240], [0.690, 0.630, 3.596], [-0.233, 1.115, 5.014], [1.443, 1.532, 4.913], [2.171, 3.288, 3.156], [1.023, 3.926, 1.966], [1.484, 2.180, 2.036], [1.354, 3.406, 5.766], [-2.522, -1.472, 3.082], [-1.864, -2.345, 1.988], [-2.309, -1.784, 0.645], [-0.348, -2.223, 2.131], [0.244, -2.992, 3.287], [-0.185, -4.452, 3.257], [-1.703, -4.671, 3.093], [-1.916, -6.095, 2.627], [-2.366, -4.473, 4.474], [-2.219, -3.756, 2.090], [-3.616, -3.932, 1.923], [-3.605, -1.605, 3.074], [-2.171, -1.750, 4.076], [-2.268, -0.422, 2.929], [-3.328, -2.120, 0.461], [-2.306, -0.696, 0.650], [-1.663, -2.128, -0.162], [0.123, -2.510, 1.179], [-0.052, -1.168, 2.213], [1.330, -2.883, 3.308], [-0.071, -2.531, 4.233], [0.091, -4.952, 4.189], [0.355, -4.949, 2.442], [-2.971, -6.283, 2.418], [-1.656, -6.771, 3.446], [-1.306, -6.356, 1.763], [-3.441, -4.328, 4.318], [-1.947, -3.626, 5.005], [-2.339, -5.391, 5.065], [-3.691, -4.361, 1.063], [-1.487, -5.880, -3.505], [-1.794, -4.746, -2.531], [-3.240, -4.895, -2.067], [-0.946, -4.862, -1.273], [0.515, -4.439, -1.477], [0.574, -3.012, -1.948], [-0.326, -2.670, -3.143], [-0.709, -1.193, -3.037], [0.397, -2.950, -4.477], [-1.603, -3.408, -3.039], [-2.464, -3.135, -4.122], [-2.191, -5.932, -4.340], [-0.468, -5.814, -3.897], [-1.545, -6.853, -3.010], [-3.371, -5.785, -1.441], [-3.566, -4.052, -1.448], [-3.952, -4.963, -2.892], [-1.411, -4.248, -0.497], [-0.981, -5.881, -0.874], [0.998, -4.522, -0.499], [0.958, -5.174, -2.154], [1.599, -2.793, -2.268], [0.364, -2.341, -1.114], [0.175, -0.556, -3.102], [-1.227, -1.039, -2.092], [-1.398, -0.878, -3.820], [1.324, -2.378, -4.523], [-0.267, -2.742, -5.312], [0.705, -4.001, -4.527], [-2.178, -3.718, -4.842], [3.824, 2.217, -0.378], [4.687, 2.039, -1.625], [5.125, 3.428, -2.136], [5.903, 1.215, -1.236], [6.670, 0.646, -2.421], [5.722, -0.179, -3.260], [4.505, 0.608, -3.757], [4.886, 1.553, -4.908], [3.478, -0.404, -4.252], [3.917, 1.280, -2.604], [2.741, 1.969, -2.976], [4.397, 2.668, 0.429], [3.389, 1.254, -0.097], [2.974, 2.862, -0.621], [4.315, 3.839, -2.740], [6.043, 3.372, -2.724], [5.335, 4.139, -1.332], [6.591, 1.827, -0.644], [5.603, 0.390, -0.579], [7.532, 0.064, -2.092], [7.082, 1.489, -2.991], [5.302, -0.943, -2.580], [6.139, -0.800, -4.053], [3.998, 1.849, -5.471], [5.325, 2.470, -4.522], [5.599, 1.113, -5.606], [2.660, 0.044, -4.812], [3.976, -1.125, -4.916], [3.083, -1.007, -3.432], [2.057, 1.591, -2.399], [-4.291, 4.521, -2.289], [-3.316, 3.689, -1.692], [-4.627, 5.322, -1.623], [-3.891, 4.995, -3.196], [-5.136, 3.910, -2.590], [-2.587, 4.222, -1.354], [-0.459, 1.764, -0.645], [0.330, 1.639, -1.807], [-1.333, 1.106, -0.703], [0.138, 1.603, 0.246], [-0.865, 2.785, -0.577], [-0.224, 1.866, -2.569], [-1.185, 4.981, -3.484], [-1.479, 5.811, -3.869], [-1.426, 5.039, -2.549], [-1.427, 5.521, -0.808], [-2.056, 5.981, -0.241], [-0.561, 5.752, -0.458], [-3.181, 1.044, -2.819], [-3.289, 1.881, -2.350], [-2.405, 1.204, -3.367], [-0.978, 2.238, -4.251], [-1.071, 3.150, -3.916], [-0.532, 2.335, -5.097]], "forces_ev_per_angstrom": [[-0.209, 0.373, -0.143], [-0.640, -0.578, 0.479], [0.684, 0.036, 0.553], [-0.512, 0.071, -0.074], [-0.359, -0.117, -0.868], [0.470, 0.133, 0.435], [0.313, -0.736, -0.787], [-0.284, 0.108, 0.850], [0.595, -0.270, 0.642], [0.207, 0.479, -0.244], [0.001, -0.006, -0.137], [0.077, -0.055, 0.165], [0.014, 0.038, -0.001], [0.153, -0.004, 0.042], [-0.074, -0.054, -0.106], [-0.220, -0.035, -0.189], [-0.149, 0.019, -0.119], [0.191, 0.054, 0.194], [0.270, -0.064, -0.122], [0.107, 0.228, 0.416], [-0.004, 0.016, 0.109], [-0.229, -0.097, -0.060], [-0.028, 0.065, -0.158], [0.039, 0.086, -0.129], [-0.055, -0.102, -0.160], [0.106, 0.044, -0.252], [-0.089, 0.227, -0.072], [-0.124, -0.020, -0.051], [-0.256, 0.124, -0.291], [-0.011, -0.004, 0.055], [-0.027, -0.369, 0.261], [0.002, 0.885, 1.034], [-0.044, -0.380, -0.065], [0.646, 0.314, -0.788], [-0.271, 0.113, 0.704], [0.194, 0.002, -0.224], [0.496, 0.500, 0.832], [-0.364, -0.508, 0.325], [-0.945, -0.408, -0.508], [0.338, -0.282, -1.439], [-0.054, 0.025, 0.267], [-0.008, 0.130, -0.076], [-0.003, 0.039, 0.003], [-0.113, 0.002, -0.085], [-0.039, 0.185, -0.207], [0.061, 0.039, 0.033], [-0.114, -0.047, -0.084], [-0.095, -0.393, 0.175], [-0.378, 0.026, 0.103], [0.039, -0.206, -0.192], [-0.130, -0.049, -0.090], [0.146, -0.047, -0.082], [-0.131, -0.026, -0.007], [0.041, 0.022, -0.128], [0.145, -0.026, -0.113], [-0.068, 0.139, -0.122], [0.140, 0.331, 0.029], [0.001, -0.035, 0.222], [0.507, 0.134, 0.163], [-0.017, 0.017, -0.011], [0.467, -0.390, -0.311], [-0.123, -0.355, 0.562], [-0.840, 0.003, 0.193], [0.486, 0.062, 0.434], [-1.055, -0.699, 0.488], [0.667, 0.128, -0.533], [-0.512, -0.114, -0.361], [0.149, 0.085, -0.259], [0.106, -0.542, 0.631], [-0.329, 0.600, 0.373], [0.182, -0.213, -0.050], [0.045, 0.179, -0.035], [-0.108, 0.069, -0.087], [-0.126, 0.106, 0.117], [0.197, -0.113, -0.213], [0.273, 0.142, -0.158], [0.120, -0.004, -0.039], [0.116, 0.118, -0.008], [-0.074, -0.060, -0.234], [0.297, -0.075, -0.152], [0.341, 0.278, -0.081], [-0.039, 0.187, 0.137], [-0.162, -0.015, 0.008], [0.027, -0.050, 0.160], [0.101, 0.150, 0.037], [0.016, -0.213, -0.117], [-0.177, 0.268, -0.234], [0.190, 0.197, -0.150], [-0.112, 0.033, -0.046], [-0.031, 0.073, -0.097], [-0.686, 0.085, -0.522], [0.400, 0.514, -0.077], [-0.047, 0.092, -0.068], [0.704, -0.426, 0.345], [0.195, 0.502, -0.426], [-0.753, -0.877, 0.802], [0.133, 0.051, -0.256], [-0.123, 0.410, -0.038], [0.197, -0.711, -0.442], [-0.333, -0.716, 0.610], [0.318, 0.171, -0.160], [0.014, -0.088, 0.119], [0.246, -0.022, 0.218], [0.122, 0.118, 0.139], [0.116, 0.071, -0.049], [-0.111, -0.003, -0.146], [-0.108, -0.185, 0.161], [-0.192, 0.139, 0.030], [-0.139, -0.002, -0.103], [-0.072, -0.081, 0.085], [0.003, -0.164, -0.128], [0.061, 0.148, -0.013], [0.339, 0.541, -0.256], [0.026, -0.026, 0.051], [0.112, -0.019, -0.044], [-0.053, -0.183, 0.049], [-0.043, 0.114, 0.148], [-0.049, 0.212, -0.086], [-0.074, 0.232, 0.152], [-0.192, 0.173, -0.136], [0.264, 0.453, -0.479], [-0.196, -0.206, 0.232], [-0.094, -0.148, 0.116], [-0.083, -0.084, 0.067], [-0.033, -0.093, 0.147], [-0.185, -0.223, 0.090], [-0.698, 0.581, -0.264], [0.128, 0.043, 0.213], [0.174, -0.196, 0.268], [0.120, -0.282, -0.077], [0.101, -0.052, 0.155], [0.257, -0.281, -0.215], [0.048, -0.083, -0.156], [0.039, -0.061, -0.099], [0.211, 0.240, -0.160], [-0.059, 0.324, 0.434], [-0.042, 0.043, 0.035], [0.165, -0.135, -0.057], [-0.027, -0.070, 0.194], [-0.065, 0.062, 0.049], [-0.037, -0.067, -0.232], [0.000, 0.285, 0.234], [-0.131, 0.082, -0.379], [0.097, -0.116, 0.038]], "mulliken_charge": [-2.05, 1.92, -1.74, -1.55, -0.69, 0.40, 1.55, -1.53, -1.86, 0.15, -0.47, 0.41, 0.37, 0.47, 0.35, 0.46, 0.32, 0.46, 0.40, 0.30, 0.45, 0.31, -0.85, 0.32, 0.31, 0.40, 0.51, 0.36, 0.24, 0.37, -1.95, 1.85, -1.51, 0.11, -0.80, -1.31, 1.41, -2.05, -1.71, 1.36, -0.66, 0.43, 0.30, 0.21, 0.40, 0.29, 0.00, -0.30, -0.34, 0.47, 0.31, 0.41, 0.38, 0.43, 0.46, 0.22, 0.32, 0.30, 0.46, 0.30, -1.88, 1.85, -1.90, -0.69, -1.54, -0.18, 2.09, -1.93, -1.52, 0.41, -0.50, 0.44, 0.35, 0.40, 0.41, 0.25, 0.37, -0.25, 0.66, 0.60, 0.42, 0.05, 0.18, 0.09, 0.31, 0.53, -0.01, 0.51, 0.37, 0.36, -2.38, 2.08, -1.90, -1.28, -0.78, -1.25, 2.01, -1.68, -2.40, 0.79, -0.29, 0.57, 0.44, 0.36, 0.30, 0.33, 0.50, 0.38, 0.37, 0.42, 0.31, 0.34, 0.53, 0.32, 0.38, 0.37, 0.40, 0.43, 0.31, 0.50, -0.70, -0.35, 0.30, 0.27, 0.27, 0.17, 0.49, -0.44, 0.03, -0.10, -0.11, -0.27, -0.70, 0.30, 0.29, -0.66, 0.25, 0.25, -0.62, 0.39, 0.32, -0.57, 0.33, 0.25]}

=====

# 3
{"formula": "C8H16F2", "method": "ωB97M-V/def2-TZVPD", "gap_ha": 0.4277, "charge": 0, "total_energy_ha": -514.11042, "species": ["C", "C", "C", "C", "C", "C", "H", "H", "H", "H", "H", "H", "H", "H", "H", "H", "H", "H", "F", "C", "C", "F", "H", "H", "H", "H"], "coordinates": [[4.435, -1.067, 2.677], [3.948, -1.480, 1.286], [3.051, -0.401, 0.677], [1.871, -0.085, 1.598], [2.358, 0.329, 2.989], [3.255, -0.750, 3.599], [5.067, -0.163, 2.581], [5.058, -1.868, 3.117], [3.370, -2.420, 1.374], [4.812, -1.678, 0.623], [2.683, -0.727, -0.316], [3.647, 0.520, 0.529], [1.248, 0.717, 1.158], [1.239, -0.988, 1.694], [2.936, 1.269, 2.901], [1.494, 0.526, 3.652], [3.623, -0.424, 4.591], [2.659, -1.671, 3.746], [1.694, 4.095, 2.087], [1.480, 2.846, 1.524], [2.612, 2.471, 0.616], [3.759, 2.198, 1.347], [1.363, 2.109, 2.342], [0.530, 2.872, 0.956], [2.346, 1.573, 0.027], [2.839, 3.287, -0.098]], "forces_ev_per_angstrom": [[0.282, -0.010, 0.081], [0.090, -0.260, -0.147], [0.235, -0.175, -0.392], [-0.325, -0.437, 0.009], [0.124, 0.068, 0.393], [-0.047, -0.134, 0.284], [-0.163, -0.344, 0.061], [-0.225, 0.382, -0.187], [0.255, 0.245, -0.065], [-0.401, 0.031, 0.272], [0.119, 0.082, 0.358], [-0.107, -1.252, -0.012], [0.017, -1.134, 0.300], [0.162, 0.342, -0.059], [-0.312, -0.777, 0.412], [0.315, -0.096, -0.197], [-0.203, -0.179, -0.409], [0.220, 0.277, 0.040], [0.006, 0.062, -0.038], [-0.638, -0.085, 0.373], [-0.291, 0.710, -1.155], [0.289, 0.853, -0.173], [-0.003, 1.010, -0.518], [0.416, 0.102, 0.077], [0.214, 0.946, 0.208], [-0.030, -0.228, 0.485]], "mulliken_charge": [-0.49, -0.90, -0.63, -0.67, -0.49, -0.95, 0.25, 0.30, 0.35, 0.36, 0.16, 0.44, 0.30, 0.50, 0.44, 0.27, 0.36, 0.35, -0.35, -0.25, -0.37, -0.29, 0.20, 0.31, 0.40, 0.40]}